# C23H18F4O3S

A cluster of 2 separate species, C23H18F4O3S in total at a distorted geometry (ωB97M-V/def2-TZVPD, OMol25).

Total energy = -51985.479 eV
Highest occupied orbital energy = -6.15 eV
Net charge = 0
Maximum force = 3.17 eV/Å

XYZ file:
```
49
Properties=species:S:1:pos:R:3:mulliken_charge:R:1
F 1.839 -4.193 -0.385 -0.305
C 2.238 -2.990 -0.928 0.359
C 2.745 -3.001 -2.227 -0.607
C 3.137 -1.761 -2.742 0.344
F 3.589 -1.713 -4.040 -0.303
C 3.075 -0.590 -2.016 -0.736
C 2.560 -0.596 -0.677 1.173
C 2.516 0.659 -0.020 -0.117
C 2.040 1.030 1.262 1.289
C 1.926 2.437 1.512 -1.058
C 1.543 2.894 2.757 0.700
F 1.617 4.248 3.015 -0.332
C 1.159 2.049 3.799 -0.662
C 1.240 0.681 3.531 0.164
F 0.886 -0.192 4.537 -0.317
C 1.685 0.151 2.328 -0.811
C 2.105 -1.845 -0.154 -0.778
H 2.820 -3.915 -2.808 0.489
H 3.397 0.359 -2.444 0.454
H 2.842 1.501 -0.639 0.193
H 2.191 3.134 0.715 0.353
H 0.851 2.430 4.767 0.500
H 1.811 -0.922 2.224 0.508
H 1.641 -1.903 0.825 0.423
C 5.593 4.886 2.465 -1.337
C 5.158 3.453 2.292 0.599
O 6.153 2.707 1.566 -0.422
C 5.875 1.368 1.545 0.613
C 6.742 0.645 0.649 -0.551
S 6.557 -1.020 0.557 0.404
C 7.966 -1.668 1.514 0.201
C 7.828 -2.050 2.856 -0.342
C 8.958 -2.452 3.578 -0.419
C 10.218 -2.459 2.970 -0.422
C 10.340 -2.078 1.631 -0.466
C 9.214 -1.686 0.900 -0.484
O 6.706 -1.526 -0.832 -0.734
O 4.989 0.851 2.231 -0.681
H 4.708 5.459 2.755 0.358
H 6.327 4.958 3.272 0.336
H 6.011 5.314 1.550 0.317
H 4.985 3.001 3.277 0.256
H 4.214 3.426 1.729 -0.314
H 7.467 1.194 0.062 0.409
H 6.839 -2.025 3.316 0.359
H 8.848 -2.748 4.621 0.351
H 11.101 -2.750 3.543 0.345
H 11.310 -2.071 1.138 0.343
H 9.301 -1.387 -0.143 0.354
```